Computed, not measured: a 2-piece molecular cluster, C11H15N overall in a non-equilibrium geometry, with ωB97M-V/def2-TZVPD.

Positions of all 27 atoms, in Å:
C -1.148 -3.301 0.812
C 1.594 -0.803 0.094
C 0.224 -1.124 0.125
C 0.059 -2.413 0.677
C 1.321 -2.826 1.103
C 1.143 1.343 -0.837
C 2.117 0.331 -0.550
C -0.207 1.138 -0.622
C -0.740 -0.099 -0.228
N 2.233 -1.826 0.754
H 1.534 2.302 -1.161
H 3.157 0.614 -0.578
H -0.854 1.905 -1.015
H -1.774 -0.308 0.024
H 3.170 -2.081 0.597
H 1.668 -3.797 1.382
H -0.981 -4.117 1.510
H -1.358 -3.688 -0.189
H -2.019 -2.707 1.105
C -2.837 3.442 -0.173
C -1.912 4.398 -0.961
H -2.962 3.708 0.870
H -3.763 3.026 -0.609
H -2.440 2.421 -0.238
H -1.398 4.861 -0.130
H -2.469 5.085 -1.603
H -1.320 3.848 -1.687

E_HOMO (spin up / spin down) in eV: 0.6 / -2.7
Charge: -1
Spin multiplicity: 2
HOMO-LUMO gap (spin up / spin down) in eV: 3.09 / 6.35
⟨S²⟩: 0.7705

---

Computed, not measured: a 2-piece molecular cluster, C11H15N overall in a non-equilibrium geometry, with ωB97M-V/def2-TZVPD.

Positions of all 27 atoms, in Å:
C 3.042 -1.052 1.473
C 2.378 0.208 0.839
H 2.318 -1.950 1.349
H 4.024 -1.406 1.135
H 3.150 -1.067 2.572
H 2.077 -0.061 -0.132
H 3.071 0.956 0.669
H 1.636 0.569 1.536
C -1.610 -0.767 2.058
C -0.864 1.079 -1.133
C -1.299 -0.016 -0.442
C -1.155 0.203 1.016
C -0.660 1.552 1.147
C -0.738 1.229 -2.491
C -1.184 0.212 -3.251
C -1.499 -1.108 -1.334
C -1.513 -1.058 -2.657
N -0.499 2.067 -0.098
H -0.192 2.990 -0.218
H -0.268 2.145 -2.725
H -0.352 1.992 2.007
H -1.174 0.341 -4.232
H -1.798 -2.058 -0.907
H -2.667 -0.630 2.250
H -1.200 -0.734 3.097
H -1.733 -1.897 -3.263
H -1.292 -1.741 1.734

E_HOMO (spin up / spin down) in eV: 1.0 / -2.9
Charge: -1
Spin multiplicity: 2
HOMO-LUMO gap (spin up / spin down) in eV: 2.72 / 6.50
⟨S²⟩: 0.7718

---

What are the E values for these records? In order: -13138.5333, -13137.5890 eV.
What are the ΔE to the lowest compared entry with this formula, charge and spin values for these records? In order: 1.031, 1.975 eV.